Formula: C23H26Cl4GeO4PbSSi
Source: the OMol25 dataset
Level of theory: ωB97M-V/def2-TZVPD

Relative energy (zero: lowest compared OMol25 entry of this formula, charge and spin), kcal/mol: 29.4
Net charge: +1
E_HOMO (spin up / spin down), Ha: -0.37790 / -0.37788
<S²>: 0.77
Kohn-Sham gap (spin up / spin down), eV: 6.256 / 3.120
2S+1: 2
LUMO level (spin up / spin down), eV: -4.03 / -7.16
Strongest force on any atom, eV Å⁻¹: 1.65

```
61
Properties=species:S:1:pos:R:3:forces:R:3
Pb 0.009586 2.545229 -1.494426 -0.10 -0.22 -0.61
C 2.392536 -1.050523 8.594364 -0.05 -0.34 0.10
C 1.481570 -0.484039 7.553869 -0.09 0.84 -0.49
O 0.833272 -1.088135 6.752020 0.12 -0.41 0.17
S 1.525842 1.343262 7.549570 0.00 -0.11 0.16
C 0.904497 1.706831 5.931739 0.07 -0.10 0.06
C -0.304843 1.197957 5.471469 -0.01 0.11 0.05
C -0.674330 1.388062 4.151781 0.03 0.03 -0.12
C 0.165263 2.085731 3.282225 0.16 0.10 0.38
C 1.329734 2.681271 3.783437 -0.05 -0.04 -0.07
C 1.699219 2.491633 5.098664 -0.09 -0.17 0.07
C -0.067985 2.165948 1.878559 0.01 0.02 -0.39
C -0.090167 2.194653 0.666723 -0.17 0.03 -0.57
H 1.985912 -1.987091 8.973073 -0.04 0.04 0.03
H 2.571125 -0.347488 9.404451 0.01 0.00 0.01
H 3.342947 -1.277888 8.107541 0.02 0.08 0.01
H -0.945581 0.644688 6.140014 0.00 -0.03 0.00
H -1.611254 0.987050 3.790369 0.03 -0.06 -0.05
H 1.956272 3.261901 3.121035 0.02 -0.01 -0.04
H 2.620465 2.909968 5.479587 0.04 0.01 -0.03
C -4.790710 -3.034495 -5.111696 0.09 0.06 0.01
C -4.016376 -3.268635 -3.858001 -0.60 -0.34 -0.10
C -4.316302 -4.305158 -3.009236 -0.04 0.17 -0.28
C -3.614204 -4.469360 -1.810606 -0.27 -0.46 0.15
Cl -3.994323 -5.772555 -0.785964 0.11 0.34 -0.21
C -2.601119 -3.563794 -1.435033 0.41 0.47 -0.08
C -2.255913 -2.550566 -2.283249 0.31 -0.12 0.63
C -2.932317 -2.403276 -3.509759 0.11 0.40 -0.35
O -2.621769 -1.490336 -4.403096 -0.53 -0.70 0.26
C -1.393429 -0.792672 -4.296969 0.89 0.97 0.21
C -1.423305 0.445218 -3.355390 -0.08 -0.04 -0.02
O -2.213207 1.358091 -3.645738 -0.07 -0.29 -0.10
O -0.580206 0.415633 -2.420115 0.03 0.12 0.13
H -5.627698 -3.723481 -5.180786 0.02 -0.02 -0.02
H -4.153238 -3.153312 -5.988883 0.01 0.00 -0.02
H -5.169133 -2.011710 -5.130862 0.00 0.02 -0.03
H -5.102914 -4.996940 -3.274575 -0.02 -0.03 0.08
H -2.097088 -3.671181 -0.485585 -0.03 -0.07 0.03
H -1.484794 -1.846140 -1.998735 0.02 -0.02 0.01
H -1.184945 -0.408506 -5.295004 -0.07 -0.14 0.01
H -0.577843 -1.435500 -3.963934 -0.21 -0.18 -0.12
C 3.472636 1.465415 0.516929 -0.17 -0.22 -0.29
Si 3.220978 0.874060 -1.256516 0.56 0.40 -0.14
C 2.481762 -0.858333 -1.338607 -0.03 0.30 0.01
C 4.874336 0.941496 -2.196487 -0.43 -0.22 0.39
C 2.201511 2.162528 -2.214676 -1.11 -0.03 0.49
H 4.329445 0.964532 0.968799 0.05 -0.04 -0.01
H 2.600763 1.259922 1.138871 -0.05 0.01 0.00
H 3.660557 2.539319 0.549907 0.03 0.05 -0.04
H 2.916853 -1.496917 -0.569535 0.05 0.01 0.04
H 2.672768 -1.327662 -2.304045 0.02 0.03 -0.07
H 1.402587 -0.832208 -1.183394 -0.05 0.00 0.05
H 5.596608 0.277748 -1.719119 0.09 -0.02 -0.02
H 5.286562 1.949980 -2.191135 0.01 0.05 0.03
H 4.762043 0.626107 -3.233676 -0.03 -0.02 -0.04
H 2.042617 1.880772 -3.255344 -0.04 0.03 -0.07
H 2.668648 3.147140 -2.191643 0.03 0.02 0.04
Cl -2.114520 3.894720 -5.040092 -0.01 0.11 -0.03
Ge -2.435105 3.499614 -2.979744 1.37 -0.20 0.90
Cl -2.219983 5.469630 -2.024264 -0.18 -0.29 -0.21
Cl -4.394300 2.871766 -2.469054 -0.06 0.09 0.08
```
Forces are in eV/Å.